The following is a quantum chemistry calculation of a cluster of 2 separate species, C57H67F3N5O in total in a non-equilibrium geometry, from the OMol25 dataset.

- HOMO: -0.31080 Eh
- HOMO-LUMO gap: 3.7 eV
- Energy above the lowest of the compared OMol25 structures with the same formula, charge and spin: 219.24 kJ/mol
- Total charge: +1
- Max |F|: 3.2 eV/A
- Lowest unoccupied orbital energy: -4.8 eV
- 2S+1: 1

Each line ends with the Löwdin charge.
Positions of all 133 atoms, in Å:
F1 5.6662 -1.5625 -0.6355  0.14
F2 5.0601 -0.5830 1.2403  0.11
F3 5.0750 0.5474 -0.6498  0.09
O1 4.7651 3.2661 4.3316  0.11
N1 -1.3338 -3.0909 -0.6329  0.01
N2 2.8211 3.4584 1.4150  0.04
N3 -2.6742 -3.0919 -0.7940  0.19
N4 2.5854 3.0575 3.6016  -0.04
N5 -3.0102 -1.7950 -0.9934  0.00
C1 4.0725 3.8962 2.0123  -0.15
C2 -6.5664 -1.8619 -2.0927  -0.02
C3 -6.4720 -0.8273 0.0880  -0.03
C4 0.0076 5.9646 -4.1159  -0.02
C5 -4.5120 -2.7437 -3.2800  -0.39
C6 2.5470 3.4858 0.0906  0.02
C7 1.7757 3.4387 2.4565  -0.45
C8 7.1846 1.9541 1.7993  -0.04
C9 -0.7987 -1.8374 -0.8616  -0.11
C10 3.9109 3.4037 3.4616  -0.34
C11 8.3667 3.9285 3.3492  -0.07
C12 -0.6960 -4.2812 -0.1673  -0.12
C13 -1.4156 -3.8841 3.3657  -0.05
C14 2.0125 2.7144 4.8862  0.00
C15 -1.2628 -5.3281 -2.4384  -0.38
C16 7.2135 4.2214 2.6179  -0.04
C17 2.9525 -2.3188 -0.6787  0.01
C18 -1.1705 4.9198 -1.7900  -0.02
C19 0.6939 2.3638 2.2477  0.02
C20 -5.0597 -1.5111 2.6524  -0.06
C21 5.2489 3.3876 1.2040  -0.09
C22 8.2822 1.6286 2.5936  -0.06
C23 1.2289 4.8686 2.6150  0.02
C24 -2.2060 -6.5002 -2.6707  -0.06
C25 -1.1730 6.5328 -3.6069  -0.26
C26 1.6182 -2.5804 -0.9747  0.02
C27 -5.0976 -1.0853 0.1416  -0.12
C28 -0.6085 -5.3668 -1.0462  -0.13
C29 -1.8621 -0.9709 -1.0500  -0.23
C30 -0.2394 -4.3628 1.1593  -0.11
C31 0.5725 4.8536 -3.5014  -0.02
C32 1.2401 3.6050 -0.3736  -0.06
C33 -4.3191 -0.9282 1.4441  -0.38
C34 -1.7488 6.0066 -2.4384  -0.03
C35 8.8455 2.6115 3.4162  -0.07
C36 0.5325 -5.4692 1.5153  -0.02
C37 0.6114 -1.5832 -0.7526  -0.11
C38 -5.1473 -4.0838 -3.6466  -0.06
C39 -1.8038 7.7159 -4.2632  -0.05
C40 2.3978 -0.0184 -0.1835  -0.02
C41 0.1504 -6.4680 -0.6480  -0.02
C42 3.3432 -1.0225 -0.3397  -0.13
C43 6.5651 3.2010 1.9148  -0.23
C44 -5.1843 -2.0348 -2.1071  -0.12
C45 -4.4056 -1.8354 -4.5018  -0.05
C46 -0.5805 -3.2958 2.2206  -0.37
C47 -0.0012 4.3210 -2.3219  -0.23
C48 -4.4401 -1.5262 -1.0264  -0.07
C49 4.7763 -0.6813 -0.1076  -0.51
C50 -3.9089 0.5160 1.6742  -0.06
C51 -1.8063 0.4068 -1.2674  -0.02
C52 -7.1918 -1.1456 -1.0655  -0.05
C53 0.6733 -2.6100 2.7386  -0.05
C54 0.7190 3.2617 -1.6188  0.06
C55 1.0520 -0.2961 -0.3508  -0.03
C56 0.7986 -6.4796 0.5915  -0.04
C57 -0.2386 -5.2184 -3.5643  -0.05
H1 -5.3342 -2.5568 2.4646  0.09
H2 9.6708 2.3521 4.0832  0.11
H3 -2.8391 7.8160 -3.9280  0.08
H4 4.1158 5.0017 2.0452  0.18
H5 1.1214 2.4233 -2.2080  0.14
H6 6.7615 1.2137 1.1189  0.09
H7 -3.4112 -1.5273 1.3108  0.11
H8 -6.1728 -3.9543 -4.0159  0.08
H9 1.1754 1.4364 1.9040  0.09
H10 -4.8005 1.1528 1.6707  0.09
H11 0.4229 -1.8412 3.4785  0.08
H12 0.3081 0.4724 -0.1575  0.07
H13 -1.2594 8.6306 -4.0087  0.09
H14 1.4846 4.3814 -3.8896  0.12
H15 2.7289 0.9732 0.0859  0.08
H16 -1.6369 4.4896 -0.8932  0.12
H17 1.2166 -2.1315 1.9202  0.06
H18 3.6849 -3.1231 -0.7012  0.13
H19 -3.2391 0.8627 0.8809  0.05
H20 -2.3086 -4.3962 2.9795  0.09
H21 2.8065 2.3868 5.5638  0.10
H22 1.4762 -7.2952 0.8558  0.11
H23 -2.7525 -6.3585 -3.6103  0.08
H24 -6.9784 -0.4072 0.9614  0.12
H25 4.9636 2.4295 0.7588  0.10
H26 1.4765 3.5611 5.3397  0.11
H27 1.8704 5.4373 3.3051  0.11
H28 0.9112 -5.5177 2.5421  0.12
H29 -4.5503 -4.5804 -4.4234  0.08
H30 6.8077 5.2311 2.5965  0.12
H31 -5.1771 -4.7401 -2.7708  0.09
H32 -0.7459 -5.1130 -4.5321  0.09
H33 8.6719 0.6098 2.5713  0.11
H34 -0.0529 2.6772 1.5124  0.08
H35 0.1789 2.1679 3.1967  0.09
H36 -1.8778 -4.4238 -2.4565  0.10
H37 -0.8271 -4.6192 3.9349  0.08
H38 0.4742 6.3866 -5.0131  0.13
H39 -0.9017 0.7624 -1.7399  0.01
H40 5.3695 4.0898 0.3669  0.13
H41 -5.4057 -1.6329 -4.9060  0.09
H42 -2.7366 0.9631 -1.2885  0.03
H43 1.3335 -3.5725 -1.3621  0.11
H44 0.2461 -7.3014 -1.3493  0.12
H45 0.3977 -6.1137 -3.5889  0.09
H46 -3.9469 -0.8790 -4.2333  0.08
H47 0.2050 4.8368 3.0063  0.10
H48 -3.3973 0.6332 2.6358  0.08
H49 -4.4059 -1.4940 3.5355  0.08
H50 3.3994 3.4589 -0.5956  0.16
H51 -2.6726 6.4606 -2.0522  0.12
H52 8.8769 4.7228 3.8936  0.11
H53 -1.7859 7.6326 -5.3544  0.09
H54 -5.9769 -0.9452 2.8637  0.08
H55 -8.2622 -0.9300 -1.1365  0.11
H56 1.2382 5.3926 1.6524  0.09
H57 -3.7923 -2.2970 -5.2848  0.08
H58 0.5458 4.1423 0.2845  0.11
H59 -3.4976 -2.9579 -2.9375  0.10
H60 -1.7506 -3.0866 4.0445  0.08
H61 -2.9277 -6.5683 -1.8543  0.09
H62 1.3394 -3.3456 3.2007  0.08
H63 -7.1518 -2.2929 -2.9067  0.12
H64 0.4106 -4.3453 -3.4307  0.07
H65 -1.2022 -2.5428 1.7237  0.11
H66 -1.6508 -7.4451 -2.7060  0.08
H67 1.3059 1.8897 4.7588  0.08



The following is a quantum chemistry calculation of an isolated molecule of C20H26N4O2S in a non-equilibrium geometry, from the OMol25 dataset.

- HOMO: -0.30826 Eh
- HOMO-LUMO gap: 8.8 eV
- Energy above the lowest of the compared OMol25 structures with the same formula, charge and spin: 114.79 kJ/mol
- Structure (SMILES): CCc1ccc(NC(=O)C[C@@H]2S/C(=N/N=C3CCCCCC3)NC2=O)cc1
- Max |F|: 1.9 eV/A
- Lowest unoccupied orbital energy: 0.4 eV
- 2S+1: 1

Each line ends with the natural charge from an NBO analysis.
Positions of all 53 atoms, in Å:
S1 3.8408 -0.5662 1.7993  0.25
O1 4.8453 1.2803 -1.4285  -0.56
O2 2.3214 -1.1018 -1.9326  -0.60
N1 0.9182 2.0411 1.8033  -0.28
N2 3.2038 1.3210 0.1485  -0.64
N3 2.1114 -2.3730 -0.0556  -0.61
N4 1.7023 0.9869 1.9772  -0.30
C1 -2.3208 2.9910 -0.9298  -0.40
C2 -0.1139 -2.3875 -1.0707  -0.18
C3 -0.1811 2.0490 1.1719  0.29
C4 -0.9889 3.3074 1.2314  -0.44
C5 2.7285 0.7102 1.3054  0.25
C6 -1.2179 -2.7487 1.4438  -0.21
C7 -1.3515 3.8777 -0.1448  -0.40
C8 -0.4626 1.2077 -1.1489  -0.40
C9 -1.4844 -2.4737 -0.9120  -0.23
C10 4.7021 -0.5119 0.1891  -0.42
C11 4.2903 0.8011 -0.4762  0.69
C12 -4.1047 -1.2701 0.6677  -0.59
C13 2.8141 -1.6850 -0.9935  0.68
C14 -0.6732 0.9009 0.3405  -0.49
C15 -3.5498 -2.6865 0.5028  -0.42
C16 0.7143 -2.4679 0.0431  0.12
C17 0.1530 -2.6620 1.3021  -0.22
C18 -2.0571 -2.6509 0.3406  -0.01
C19 4.3190 -1.6835 -0.7279  -0.50
C20 -1.6510 1.9187 -1.7971  -0.39
H1 -3.0105 2.5209 -0.2254  0.19
H2 -2.9242 3.6187 -1.5895  0.21
H3 0.4377 1.8166 -1.2612  0.19
H4 0.3165 -2.2529 -2.0490  0.24
H5 2.6125 -2.6715 0.7714  0.41
H6 4.6392 -2.6254 -0.2810  0.22
H7 -3.6719 -0.7960 1.5463  0.20
H8 -0.1097 0.0073 0.6168  0.24
H9 -2.4092 1.1781 -2.0623  0.20
H10 -3.8138 -3.2801 1.3800  0.21
H11 -0.2747 0.2760 -1.6833  0.23
H12 -4.0062 -3.1503 -0.3740  0.21
H13 -0.4255 4.0478 1.8015  0.23
H14 -3.8646 -0.6673 -0.2057  0.20
H15 -1.9148 3.0971 1.7756  0.21
H16 -1.6414 -2.8921 2.4273  0.21
H17 -2.1203 -2.4064 -1.7829  0.21
H18 -1.8215 4.8493 0.0227  0.21
H19 -1.7268 0.7064 0.5369  0.22
H20 5.7785 -0.5213 0.3702  0.26
H21 2.7569 2.1584 -0.1989  0.43
H22 0.7947 -2.7297 2.1694  0.21
H23 -0.4465 4.0513 -0.7286  0.20
H24 -1.3056 2.3740 -2.7278  0.20
H25 -5.1857 -1.2950 0.7847  0.21
H26 4.8296 -1.5382 -1.6822  0.26



The following is a quantum chemistry calculation of a cluster of 2 separate species, CCl6P in total in a non-equilibrium geometry, from the OMol25 dataset.

- HOMO (alpha / beta): -0.57039 / -0.57036 Eh
- HOMO-LUMO gap (alpha / beta): 6.5 / 6.5 eV
- Energy above the lowest of the compared OMol25 structures with the same formula, charge and spin: 399.79 kJ/mol
- Total charge: +1
- Max |F|: 2.9 eV/A
- Lowest unoccupied orbital energy (alpha / beta): -9.1 / -9.1 eV
- 2S+1: 1

Each line ends with the natural charge from an NBO analysis.
Positions of all 8 atoms, in Å:
Cl1 1.3393 1.5554 1.1210  -0.06
Cl2 -0.9063 1.4275 -1.6681  0.19
Cl3 -2.4756 0.0184 2.3127  -0.07
Cl4 -0.9575 -1.5427 -1.2955  0.14
Cl5 1.3142 -1.3777 1.5902  -0.03
Cl6 1.5854 -0.0863 -1.8090  0.10
P1 0.2058 0.0130 0.8329  1.18
C1 -0.1052 -0.0075 -1.0843  -0.45



The following is a quantum chemistry calculation of a structure of composition C28H28MnN6O5Si, from the OMol25 dataset.

- HOMO (alpha / beta): -0.24209 / -0.25205 Eh
- HOMO-LUMO gap (alpha / beta): 6.5 / 6.7 eV
- Energy above the lowest of the compared OMol25 structures with the same formula, charge and spin: 64.97 kJ/mol
- Max |F|: 1.0 eV/A
- Lowest unoccupied orbital energy (alpha / beta): -0.1 / -0.1 eV
- 2S+1: 2

Each line ends with the natural charge from an NBO analysis.
Positions of all 69 atoms, in Å:
Mn1 -0.3076 -0.6169 -0.3734  1.18
Si1 0.8039 -0.9539 2.7222  1.83
O1 -1.8618 -7.4444 1.9831  -0.39
O2 -2.1424 -1.7316 -0.3289  -0.60
O3 0.5664 -2.3697 -0.6976  -0.76
O4 -1.6151 0.9478 -0.2466  -0.53
O5 0.1951 -8.0462 1.7691  -0.39
N1 -0.7126 -7.2445 1.6312  0.54
N2 1.4462 0.2808 -0.9321  -0.51
N3 0.5182 2.4941 0.9977  -0.41
N4 -0.4023 -0.4292 1.6059  -1.15
N5 2.5707 3.2960 0.9425  -0.51
N6 3.3769 1.3139 -1.0068  -0.50
C1 -2.0815 1.7179 -1.2979  0.36
C2 0.9121 -5.7007 0.5858  -0.15
C3 0.3555 -2.5619 3.5803  -1.14
C4 -2.0362 0.3762 3.2900  -0.28
C5 -2.1736 1.0736 1.0297  0.31
C6 2.4326 -1.2215 1.8301  -1.13
C7 1.1786 0.3544 4.0219  -1.13
C8 -3.2768 1.8493 1.2904  -0.29
C9 1.7015 2.3494 0.4661  0.27
C10 1.8749 4.0722 1.8350  -0.08
C11 -0.3963 -5.9625 1.0148  -0.07
C12 0.2274 -3.4873 -0.1677  0.45
C13 -2.2007 -2.8843 0.0766  0.47
C14 2.1278 1.3195 -0.4762  0.36
C15 -2.2758 3.8044 -2.4318  -0.19
C16 2.2930 -0.4006 -1.7837  -0.06
C17 -2.7486 1.0692 -2.3204  -0.27
C18 -3.1436 1.1633 3.5807  -0.20
C19 -3.7705 1.9027 2.5921  -0.27
C20 3.4921 0.2284 -1.8403  -0.08
C21 -1.3846 -5.0281 0.8454  -0.09
C22 0.6118 3.5560 1.8536  -0.09
C23 -3.1726 1.8037 -3.4193  -0.20
C24 1.2093 -4.5036 -0.0010  -0.25
C25 -2.9380 3.1704 -3.4764  -0.23
C26 -1.0976 -3.7891 0.2712  -0.32
C27 -1.4993 0.3054 1.9957  0.14
C28 -1.8392 3.0798 -1.3335  -0.28
H1 -2.0967 4.8710 -2.4750  0.21
H2 1.4346 1.2935 3.5245  0.23
H3 -3.6945 1.3076 -4.2271  0.22
H4 2.3484 -1.8471 0.9396  0.24
H5 1.1940 -2.9301 4.1777  0.23
H6 3.5335 3.4302 0.7066  0.41
H7 -2.3928 -5.2592 1.1647  0.25
H8 2.3352 4.8889 2.3625  0.22
H9 4.3957 0.0096 -2.3795  0.23
H10 -3.7565 2.4081 0.4964  0.22
H11 3.1392 -1.6925 2.5182  0.23
H12 1.9804 -1.3089 -2.2648  0.25
H13 2.2134 -4.2826 -0.3375  0.22
H14 0.3493 0.5536 4.7012  0.24
H15 -0.2305 3.8739 2.4474  0.23
H16 2.0388 0.0452 4.6228  0.23
H17 1.6673 -6.4596 0.7293  0.25
H18 -3.2739 3.7420 -4.3314  0.22
H19 -3.5262 1.1865 4.5939  0.21
H20 -2.9305 0.0046 -2.2346  0.23
H21 -0.5020 -2.4464 4.2460  0.23
H22 -1.3199 3.5465 -0.5063  0.24
H23 4.1076 1.9698 -0.8188  0.41
H24 -3.1923 -3.3042 0.3063  0.14
H25 2.8567 -0.2583 1.5323  0.21
H26 -1.5781 -0.2115 4.0753  0.21
H27 0.1049 -3.3343 2.8460  0.23
H28 -4.6397 2.5062 2.8159  0.21



Question: What is the energy above the lowest of the compared OMol25 structures with the same formula, charge and spin in the first record?
Answer: 219.24 kJ/mol